(1)
{"formula": "AsF6H28O14", "method": "ωB97M-V with the def2-TZVPD basis set", "e_above_lowest_kj_mol": 78.2, "lumo_ev": 2.2, "total_charge": -1, "species": ["As", "F", "F", "F", "F", "F", "F", "O", "H", "H", "O", "H", "H", "O", "H", "H", "O", "H", "H", "O", "H", "H", "O", "H", "H", "O", "H", "H", "O", "H", "H", "O", "H", "H", "O", "H", "H", "O", "H", "H", "O", "H", "H", "O", "H", "H", "O", "H", "H"], "coordinates": [[0.3620, 0.2549, 0.0285], [-0.4252, 0.4535, 1.5601], [-1.0880, -0.5995, -0.6008], [1.0711, -0.0767, -1.5792], [1.7312, 1.2055, 0.5673], [1.0987, -1.2142, 0.6346], [-0.3277, 1.7399, -0.5289], [1.6980, -1.7605, 3.1742], [2.4304, -2.3787, 3.1038], [1.4007, -1.6279, 2.2548], [0.0188, -4.2566, 1.2344], [-0.3826, -3.5119, 1.7188], [0.0318, -4.9776, 1.8693], [-0.4163, 0.3035, -4.1809], [0.1142, 0.9825, -4.6082], [0.1711, -0.0835, -3.5191], [-0.8670, 3.1792, 2.2348], [-0.2147, 2.7332, 2.7831], [-0.5021, 3.1372, 1.3407], [-1.5349, -3.3303, -1.9699], [-1.6779, -2.4686, -1.5622], [-2.3978, -3.7535, -1.9525], [-2.9570, 1.9192, -1.1779], [-2.5475, 1.3004, -0.5662], [-2.2148, 2.3356, -1.6242], [-1.8699, -2.2320, 2.1762], [-1.9988, -1.9531, 1.2592], [-1.4262, -1.4811, 2.5997], [3.3192, 1.9422, 2.4808], [2.6236, 2.1960, 3.0928], [2.8733, 1.8738, 1.6139], [1.7504, -3.8354, -1.2330], [1.1363, -4.0737, -0.5213], [1.6016, -2.8953, -1.3706], [2.2877, 2.8708, -1.8177], [1.9851, 2.0622, -2.2559], [2.8927, 2.5613, -1.1348], [3.5273, 0.5174, -3.6139], [3.6774, 0.0616, -2.7775], [3.6297, 1.4537, -3.4054], [-3.6379, -1.3190, -0.7402], [-4.3943, -0.7500, -0.5672], [-2.8724, -0.7259, -0.7100], [-2.5379, 0.0404, 3.6266], [-3.2859, -0.3607, 3.1698], [-2.6965, 0.9902, 3.5707], [-0.1097, 4.5675, -0.7205], [0.5248, 5.1428, -0.2829], [0.4260, 3.8413, -1.0732]], "atomic_forces_ev_per_a": [[-0.50, -0.68, -0.58], [0.27, -0.18, -0.48], [1.01, 0.30, 0.66], [-0.01, 0.50, 1.24], [-0.30, -0.60, -0.69], [-0.42, 0.56, -0.90], [0.19, -0.17, -0.16], [-0.16, -0.02, -0.12], [-0.03, 0.00, -0.04], [0.27, -0.09, 0.63], [0.09, 0.07, 0.14], [-0.16, -0.12, -0.17], [0.02, 0.01, -0.02], [0.06, 0.08, 0.01], [0.03, -0.06, 0.00], [-0.09, 0.00, -0.01], [0.12, 0.23, 0.14], [-0.07, -0.13, -0.06], [-0.21, 0.08, -0.06], [0.09, -0.03, -0.04], [-0.05, -0.10, -0.09], [-0.03, 0.12, 0.07], [-0.52, -0.08, 0.00], [0.15, 0.28, -0.04], [0.06, -0.04, 0.05], [0.30, -0.06, -0.14], [-0.08, -0.05, 0.06], [-0.17, 0.03, -0.01], [0.13, 0.32, -0.42], [-0.02, -0.09, 0.00], [0.32, -0.08, 0.95], [0.16, -0.08, 0.09], [-0.04, 0.12, -0.04], [-0.12, -0.04, 0.01], [0.15, -0.03, -0.32], [-0.14, 0.02, 0.21], [-0.16, -0.02, 0.09], [-0.01, 0.15, 0.08], [-0.07, -0.05, -0.07], [0.09, -0.05, -0.04], [-0.02, 0.07, 0.28], [0.01, -0.01, -0.11], [-0.27, -0.16, -0.20], [-0.26, 0.24, 0.17], [0.11, -0.10, 0.00], [0.17, -0.02, -0.10], [0.04, -0.11, 0.04], [-0.01, 0.00, -0.04], [0.08, 0.10, 0.02]], "lowdin_charge": [0.865, -0.213, -0.257, -0.250, -0.243, -0.225, -0.226, -0.073, 0.030, -0.020, -0.060, 0.005, 0.040, -0.058, 0.025, 0.001, -0.064, 0.020, -0.008, -0.054, -0.015, 0.031, -0.056, -0.010, 0.025, -0.060, 0.021, 0.017, -0.075, 0.023, -0.010, -0.078, -0.009, 0.001, -0.053, 0.013, 0.043, -0.056, 0.038, 0.017, -0.054, 0.044, -0.016, -0.059, 0.038, 0.041, -0.064, 0.038, -0.010]}


(2)
{"formula": "C21H28FMnN4O3S", "method": "ωB97M-V with the def2-TZVPD basis set", "e_above_lowest_kj_mol": 0.0, "spin_multiplicity": 2, "s2": 1.059, "lumo_ev": [-3.5, -3.1], "total_charge": 1, "species": ["Mn", "C", "C", "C", "C", "C", "C", "C", "F", "C", "C", "C", "O", "C", "C", "N", "C", "C", "O", "O", "H", "H", "H", "H", "H", "H", "H", "H", "H", "H", "H", "C", "N", "C", "S", "N", "C", "H", "H", "H", "H", "H", "H", "H", "H", "C", "C", "C", "C", "N", "H", "H", "H", "H", "H", "H", "H", "H", "H"], "coordinates": [[-2.5015, 0.2731, 0.2798], [3.8096, 1.2254, 3.9504], [3.5128, -0.2280, 3.6028], [4.7165, -0.9997, 3.0826], [5.1941, -0.4255, 1.7571], [4.0538, -0.3299, 0.7815], [4.2832, -0.3072, -0.5756], [3.2173, -0.2506, -1.4723], [3.4923, -0.2232, -2.7848], [1.9176, -0.2347, -1.0584], [1.6545, -0.2445, 0.3192], [0.2788, -0.2030, 0.7766], [-0.6485, -0.1972, -0.0991], [0.0714, -0.1906, 2.1684], [1.1645, -0.2482, 3.0062], [2.4266, -0.2883, 2.5934], [2.7165, -0.2832, 1.2368], [-1.2798, -0.1612, 2.8364], [-1.3841, -0.4899, 3.9940], [-2.2746, 0.2559, 2.0990], [4.5872, 1.2705, 4.7129], [2.9207, 1.7182, 4.3439], [4.1492, 1.7868, 3.0796], [3.1170, -0.7387, 4.4807], [4.4393, -2.0485, 2.9550], [5.5088, -0.9625, 3.8295], [5.9795, -1.0500, 1.3317], [5.6335, 0.5647, 1.9038], [5.2929, -0.3485, -0.9640], [1.0958, -0.2322, -1.7603], [0.9954, -0.2651, 4.0761], [0.6024, 2.9139, -3.0342], [-0.3448, 2.8534, -1.9277], [-1.5477, 2.2963, -1.8301], [-2.3343, 2.4656, -0.2668], [-2.2166, 1.6649, -2.7787], [-1.9805, 1.4357, -4.1994], [1.5245, 3.3384, -2.6468], [0.2433, 3.5536, -3.8398], [0.8304, 1.9208, -3.4149], [-0.0574, 3.2960, -1.0705], [-3.0839, 1.2796, -2.4280], [-1.0261, 1.8165, -4.5220], [-2.7627, 1.9298, -4.7745], [-2.0148, 0.3651, -4.3988], [-3.9557, -2.6654, 0.1581], [-4.3778, -1.6234, -0.8865], [-5.8725, -1.3150, -0.7691], [-4.0184, -2.0949, -2.2982], [-3.6493, -0.4019, -0.6181], [-4.4883, -3.5994, -0.0214], [-4.1929, -2.3205, 1.1653], [-2.8843, -2.8675, 0.0921], [-6.4498, -2.2178, -0.9726], [-6.1706, -0.5503, -1.4862], [-6.1145, -0.9653, 0.2338], [-4.4597, -3.0734, -2.4884], [-2.9361, -2.1771, -2.4108], [-4.4023, -1.4017, -3.0488]], "atomic_forces_ev_per_a": [[-0.20, -0.14, -0.23], [0.02, -0.03, 0.02], [0.04, 0.00, 0.04], [-0.01, 0.02, 0.02], [0.03, 0.00, 0.01], [-0.04, 0.00, -0.09], [-0.03, 0.00, 0.05], [-0.08, 0.00, 0.03], [0.01, 0.00, -0.01], [0.06, 0.00, -0.01], [0.07, -0.02, -0.03], [-0.02, -0.06, 0.13], [-0.10, 0.14, -0.08], [-0.02, 0.00, 0.03], [-0.02, -0.01, -0.04], [-0.08, 0.01, 0.01], [-0.04, 0.01, -0.13], [0.33, -0.14, 0.20], [0.02, 0.09, -0.06], [-0.34, -0.05, -0.24], [0.00, 0.00, -0.01], [-0.01, -0.01, 0.01], [-0.01, -0.01, -0.01], [0.01, 0.01, 0.01], [0.00, 0.00, 0.00], [0.00, 0.01, 0.00], [0.00, 0.00, 0.00], [0.00, -0.01, 0.01], [0.01, 0.00, 0.00], [0.03, 0.02, 0.00], [-0.01, 0.00, 0.00], [-0.05, 0.00, -0.08], [-0.15, -0.02, -0.08], [0.11, 0.03, 0.09], [0.00, 0.02, -0.04], [0.07, 0.03, 0.09], [-0.02, -0.06, 0.00], [-0.02, 0.01, -0.01], [0.00, -0.02, -0.01], [-0.01, -0.04, -0.02], [0.00, -0.02, 0.04], [-0.02, -0.01, 0.02], [0.14, 0.08, -0.01], [0.01, -0.01, 0.00], [0.01, 0.02, 0.00], [0.00, 0.01, -0.02], [-0.09, -0.08, -0.05], [0.01, -0.06, 0.00], [0.00, 0.00, 0.01], [0.38, 0.26, 0.40], [-0.02, 0.00, 0.00], [0.01, 0.01, -0.01], [-0.01, 0.01, -0.01], [0.01, -0.01, 0.00], [0.01, 0.02, 0.00], [0.01, 0.00, 0.00], [-0.02, 0.01, 0.00], [-0.01, -0.03, 0.01], [0.01, 0.02, 0.01]], "lowdin_charge": [0.573, -0.015, -0.293, -0.125, -0.122, -0.117, 0.071, -0.252, 0.081, 0.068, -0.041, -0.256, -0.102, -0.012, 0.060, 0.032, -0.058, -0.543, 0.109, -0.116, 0.096, 0.089, 0.086, 0.152, 0.133, 0.129, 0.129, 0.126, 0.141, 0.128, 0.160, -0.048, -0.011, -0.702, 0.767, -0.001, -0.021, 0.097, 0.095, 0.082, 0.117, 0.097, 0.061, 0.101, 0.095, -0.034, -0.685, -0.037, -0.044, -0.031, 0.094, 0.091, 0.086, 0.094, 0.084, 0.089, 0.092, 0.082, 0.079]}


(3)
{"formula": "C3H2NO6S", "method": "ωB97M-V with the def2-TZVPD basis set", "spin_multiplicity": 3, "s2": 2.021, "lumo_ev": [3.5, 1.0], "total_charge": -1, "species": ["C", "C", "C", "N", "O", "O", "O", "O", "O", "O", "S", "H", "H"], "coordinates": [[-2.1627, 0.7243, -1.3212], [0.3317, -1.4842, 0.4639], [-0.0785, 0.5016, 0.4319], [0.7349, 1.0511, 1.3652], [-1.9088, 1.7483, -1.7931], [1.2063, 0.4068, 2.3076], [-2.5183, -0.2793, -0.8592], [0.9190, 2.3130, 1.2999], [2.2316, -0.3422, -0.9499], [0.0464, -0.6011, -1.9954], [0.7687, -0.4033, -0.7874], [0.9789, -1.6368, 1.2850], [-0.5493, -1.9981, 0.5528]], "atomic_forces_ev_per_a": [[-0.34, -0.38, 0.34], [0.25, 2.61, 0.53], [-0.02, -1.89, -1.02], [-0.71, 0.72, -1.45], [0.11, 0.31, -0.24], [1.59, -1.33, 2.61], [-0.37, 0.02, -0.21], [-0.01, 1.24, 0.20], [-1.40, 0.12, 0.59], [-1.27, -0.25, -1.33], [3.29, -0.03, 0.19], [1.08, 0.01, 0.35], [-2.22, -1.14, -0.56]], "lowdin_charge": [-0.507, -0.044, -0.103, -0.615, 0.190, 0.008, 0.158, -0.010, -0.348, -0.331, 0.545, 0.036, 0.022]}


(4)
{"formula": "C27H27BrN6OSSc", "method": "ωB97M-V with the def2-TZVPD basis set", "e_above_lowest_kj_mol": 0.0, "lumo_ev": -3.3, "total_charge": 1, "species": ["Sc", "C", "N", "C", "C", "C", "C", "C", "C", "C", "C", "H", "H", "H", "H", "H", "H", "H", "H", "H", "H", "H", "H", "Br", "C", "C", "C", "C", "C", "C", "N", "N", "C", "C", "C", "C", "O", "C", "N", "C", "C", "C", "C", "H", "H", "H", "H", "H", "H", "H", "H", "H", "S", "C", "N", "C", "C", "N", "H", "H", "H", "H", "H", "H"], "coordinates": [[1.5488, -0.1372, 0.6126], [4.1483, 1.9351, -0.0299], [3.5477, 0.6792, -0.5207], [4.6004, -0.3536, -0.5130], [3.1046, 0.8681, -1.9246], [2.1732, -0.2392, -2.3633], [2.1120, -0.5627, -3.7176], [1.2909, -1.5853, -4.1577], [0.5163, -2.2777, -3.2394], [0.5449, -1.9200, -1.8942], [1.3644, -0.8960, -1.4185], [4.9929, 2.2529, -0.6681], [4.5206, 1.7891, 0.9969], [3.3910, 2.7330, -0.0143], [5.4994, 0.0037, -1.0475], [4.2293, -1.2552, -1.0083], [4.8769, -0.5925, 0.5246], [3.9907, 0.9101, -2.5921], [2.5846, 1.8387, -1.9914], [2.7415, -0.0058, -4.4271], [1.2550, -1.8434, -5.2208], [-0.1163, -3.1092, -3.5691], [-0.0994, -2.4705, -1.2058], [-2.5957, 1.9864, -5.7020], [-3.4209, 1.0657, -4.2708], [-4.6173, 1.5467, -3.7334], [-5.1884, 0.8993, -2.6600], [-4.5467, -0.2057, -2.0829], [-3.3731, -0.7050, -2.6553], [-2.8175, -0.0779, -3.7519], [-5.2139, -0.8196, -1.0319], [-4.6928, -1.3874, -0.0573], [-3.3844, -1.3294, 0.3613], [-2.7997, -2.5151, 0.8163], [-1.4830, -2.5614, 1.2541], [-0.6967, -1.4136, 1.2621], [0.5788, -1.4112, 1.6190], [-1.2971, -0.1796, 0.8683], [-0.4822, 0.9273, 0.8819], [-1.0424, 2.1104, 0.6298], [-2.4038, 2.2802, 0.4105], [-3.2240, 1.1714, 0.3348], [-2.6617, -0.1070, 0.4854], [-5.0876, 2.4278, -4.1863], [-6.1225, 1.2519, -2.2199], [-2.9046, -1.6122, -2.2511], [-1.8960, -0.4663, -4.2085], [-3.3879, -3.4302, 0.7602], [-1.0337, -3.5048, 1.5808], [-0.3722, 2.9691, 0.6300], [-2.8067, 3.2912, 0.3168], [-4.3016, 1.2846, 0.1820], [2.9050, 0.6533, 2.7812], [2.1780, 0.3550, 4.2629], [2.8596, -0.1013, 5.3205], [2.0485, -0.1618, 6.5192], [0.6993, 0.4134, 6.0441], [0.9227, 0.6312, 4.6247], [3.8468, -0.3734, 5.2750], [2.4982, 0.4362, 7.3324], [1.9562, -1.2011, 6.8798], [0.4639, 1.3709, 6.5545], [-0.1408, -0.2830, 6.2201], [0.2204, 1.0133, 3.9927]], "atomic_forces_ev_per_a": [[0.42, 1.07, -0.16], [0.02, 0.21, 0.34], [0.15, 0.23, -0.04], [0.14, -0.32, 0.25], [-0.11, 0.13, -0.22], [-0.19, -0.17, -0.29], [0.54, 0.43, -0.13], [-0.10, -0.08, -0.43], [-0.36, -0.35, 0.05], [-0.24, -0.25, -0.14], [0.35, 0.26, -0.01], [-0.30, -0.11, 0.15], [-0.09, 0.09, -0.44], [0.24, -0.21, -0.03], [-0.29, -0.10, 0.15], [0.07, 0.10, 0.10], [-0.04, 0.06, -0.30], [-0.34, 0.13, 0.29], [0.21, -0.22, 0.03], [-0.30, -0.32, 0.24], [0.04, 0.08, 0.41], [0.22, 0.33, 0.09], [0.15, 0.08, -0.10], [-0.09, -0.09, 0.05], [-0.16, -0.12, 0.31], [0.26, 0.49, -0.63], [-0.05, -0.22, 0.46], [0.86, 0.67, -0.83], [0.01, -0.44, 0.38], [0.51, 0.13, -0.51], [-0.67, -0.77, 0.90], [-1.78, -0.02, -0.08], [1.66, -0.38, 0.28], [-0.79, 0.52, -0.60], [0.88, 0.19, 0.23], [-1.04, -0.64, -0.11], [0.01, -0.70, 0.60], [-0.12, 0.04, 0.02], [-0.32, 0.29, -0.30], [0.95, -0.39, 0.21], [-0.85, 0.10, -0.02], [0.04, 0.55, -0.11], [0.25, -0.45, 0.12], [0.18, -0.42, 0.28], [0.21, -0.15, -0.18], [-0.20, 0.46, -0.18], [-0.48, 0.20, 0.27], [0.07, 0.25, 0.08], [-0.17, 0.38, -0.14], [-0.12, -0.14, -0.01], [0.14, -0.40, -0.04], [0.45, -0.04, 0.00], [0.55, 0.21, -0.78], [-0.19, -0.04, 0.63], [0.56, -0.07, -0.42], [0.08, -0.32, 0.93], [-0.70, 0.24, 0.72], [-0.15, 0.02, -0.47], [-0.87, 0.27, -0.10], [-0.24, -0.24, -0.40], [0.00, 0.42, -0.18], [0.12, -0.54, -0.32], [0.43, 0.31, -0.12], [0.59, -0.25, 0.25]], "lowdin_charge": [0.954, -0.114, -0.358, -0.073, -0.171, -0.268, -0.046, -0.081, -0.095, -0.114, -0.172, 0.106, 0.044, 0.095, 0.107, 0.100, 0.088, 0.138, 0.135, 0.122, 0.114, 0.111, 0.087, 0.755, -0.685, -0.117, -0.022, -0.297, -0.016, -0.114, 0.086, 0.083, -0.237, 0.009, 0.009, -0.360, -0.188, -0.157, 0.034, -0.096, -0.023, 0.035, -0.085, 0.112, 0.124, 0.123, 0.104, 0.127, 0.136, 0.125, 0.122, 0.130, 0.710, -0.804, 0.026, -0.124, -0.118, 0.044, 0.163, 0.129, 0.128, 0.131, 0.129, 0.154]}


no.,energy (eV),molecular weight (g/mol)
1,-106270.785,441.12
2,-79202.529,490.48
3,-27746.668,180.12
4,-140999.693,608.48